# 1
The following is a quantum chemistry calculation of a 2-piece molecular cluster, C3H7IN4 overall, from the Open Molecules 2025 dataset.

Calculated values
Gap between HOMO and LUMO (spin up / spin down) in eV: 7.865 / 7.865
Charge: 0
ΔE to the lowest compared entry with this formula, charge and spin in kJ/mol: 172.5
HOMO (spin up / spin down) in eV: -8.5 / -8.5

Last column: Löwdin charge in e.
CARTESIAN COORDINATES (ANGSTROEM)
I (1.600, 2.124, -1.254)  0.6379
N (-0.091, -0.219, -0.202)  -0.2790
N (0.166, -0.885, 0.931)  0.0029
N (-0.212, 1.649, 1.174)  -0.1234
N (0.466, 2.624, 1.528)  0.0462
C (0.244, -2.140, 1.030)  -0.0324
C (-0.341, -0.811, -1.495)  -0.0716
C (-0.018, 1.139, -0.063)  -0.7840
H (-1.416, -0.902, -1.673)  0.0941
H (0.117, -1.797, -1.543)  0.0738
H (0.100, -2.867, 0.233)  0.0594
H (-1.402, 1.859, -0.862)  0.2073
H (0.491, -2.522, 2.005)  0.0598
H (0.098, -0.189, -2.274)  0.0363
H (0.195, 2.937, 2.466)  0.0727

=====

# 2
The following is a quantum chemistry calculation of one molecule with the formula C14H12N4O, from the Open Molecules 2025 dataset.

Calculated values
Gap between HOMO and LUMO in eV: 9.656
Charge: 0
ΔE to the lowest compared entry with this formula, charge and spin in kJ/mol: 149.1
HOMO in eV: -9.0
SMILES: c1ccc(OCc2nnnn2-c2ccccc2)cc1

Last column: Löwdin charge in e.
CARTESIAN COORDINATES (ANGSTROEM)
O (-0.105, -1.085, -0.563)  -0.0538
N (2.624, -0.674, 0.017)  -0.0053
N (4.096, -2.162, -0.196)  -0.0402
N (2.941, -2.807, -0.109)  0.0702
N (3.934, -0.911, -0.137)  0.0555
C (0.618, 2.208, 1.123)  -0.0724
C (1.142, 0.930, 1.072)  -0.0151
C (-2.281, -1.807, 0.275)  -0.0234
C (1.054, 3.176, 0.232)  -0.0838
C (2.094, 0.623, 0.110)  -0.2004
C (-1.964, 0.295, -0.853)  -0.0086
C (2.552, 1.593, -0.771)  -0.0073
C (-3.306, 0.579, -0.703)  -0.0805
C (2.013, -1.890, 0.026)  -0.2555
C (-3.627, -1.508, 0.421)  -0.0843
C (-4.144, -0.321, -0.062)  -0.0993
C (0.550, -2.130, 0.119)  -0.1243
C (2.026, 2.871, -0.705)  -0.0720
C (-1.445, -0.902, -0.362)  -0.2658
H (-4.272, -2.218, 0.917)  0.1049
H (3.308, 1.335, -1.496)  0.1138
H (-0.132, 2.448, 1.861)  0.1091
H (-3.700, 1.508, -1.086)  0.1048
H (0.638, 4.172, 0.274)  0.1036
H (0.249, -2.163, 1.177)  0.1362
H (0.337, -3.108, -0.332)  0.1428
H (2.374, 3.627, -1.392)  0.1059
H (-1.905, -2.747, 0.650)  0.1057
H (-5.193, -0.097, 0.057)  0.0998
H (0.817, 0.181, 1.779)  0.1215
H (-1.293, 0.983, -1.344)  0.1185

=====

# 3
The following is a quantum chemistry calculation of one molecule with the formula C3H5NO3, from the Open Molecules 2025 dataset.

Calculated values
Gap between HOMO and LUMO in eV: 10.879
Charge: 0
ΔE to the lowest compared entry with this formula, charge and spin in kJ/mol: 65.9
HOMO in eV: -10.1
SMILES: NC(=O)COC=O

Last column: Löwdin charge in e.
CARTESIAN COORDINATES (ANGSTROEM)
O (-0.613, 0.583, -1.246)  -0.0003
O (-0.977, 0.917, 1.994)  0.0586
O (1.346, -0.553, -1.352)  0.0548
N (0.827, -0.326, 1.393)  0.1758
C (0.591, 0.306, -1.738)  -0.3283
C (-1.094, -0.187, -0.127)  -0.0646
C (-0.407, 0.202, 1.191)  -0.5105
H (0.810, 0.990, -2.568)  0.1515
H (-1.006, -1.258, -0.339)  0.1348
H (-2.141, 0.098, -0.032)  0.1330
H (1.350, 0.018, 2.184)  0.1168
H (1.315, -0.790, 0.639)  0.0784

=====

# 4
The following is a quantum chemistry calculation of C19H19ClN2OPdSTe as an isolated structure, from the Open Molecules 2025 dataset.

Calculated values
Gap between HOMO and LUMO (spin up / spin down) in eV: 6.447 / 6.091
Charge: 0
ΔE to the lowest compared entry with this formula, charge and spin in kJ/mol: 132.8
2S+1: 3
HOMO (spin up / spin down) in eV: -6.6 / -7.2

Last column: Löwdin charge in e.
CARTESIAN COORDINATES (ANGSTROEM)
Te (1.466, 2.962, -0.971)  0.8016
Pd (0.558, 1.439, 0.848)  0.3876
Cl (-2.871, 2.639, 2.433)  0.7303
S (-0.263, 5.695, -1.730)  0.9054
O (2.506, -1.721, 0.253)  0.0488
N (0.520, 0.793, 2.974)  0.0491
N (2.949, -0.206, 1.872)  0.0399
C (3.101, -0.723, 0.607)  -0.5558
C (1.023, -0.266, 3.479)  -0.2308
C (-1.544, -0.910, 1.130)  -0.0312
C (0.222, 4.587, -0.512)  -1.0572
C (-1.204, 6.613, -0.639)  -0.4370
C (-1.432, 0.564, 4.648)  -0.1739
C (2.234, -0.933, 2.878)  -0.1283
C (-0.657, -0.565, 5.222)  -0.0262
C (-0.330, 4.934, 0.691)  -0.2841
C (-2.653, -1.252, 3.265)  -0.0429
C (-1.150, 6.092, 0.618)  -0.2050
C (0.489, -0.948, 4.678)  -0.0095
C (4.065, 0.028, -0.273)  -0.0118
C (-2.579, 0.183, 3.636)  -0.2164
C (-1.599, 0.532, 1.208)  -0.3682
C (-1.492, 1.304, 0.070)  -0.1262
C (-0.711, 1.342, 3.528)  -0.2497
C (-1.922, 1.123, 2.571)  -0.6234
C (-2.088, -1.735, 2.115)  -0.0889
H (-1.806, 2.338, 0.055)  0.0329
H (1.894, -1.857, 2.400)  0.1369
H (5.078, -0.072, 0.120)  0.0876
H (-0.558, 2.400, 3.733)  0.1315
H (4.024, -0.392, -1.273)  0.0887
H (-1.169, -1.342, 0.212)  0.1151
H (3.814, 1.089, -0.305)  0.0144
H (1.053, -1.783, 5.073)  0.1127
H (-3.135, -1.928, 3.960)  0.1098
H (2.890, -1.232, 3.703)  0.1321
H (3.449, 0.631, 2.118)  0.1401
H (-2.112, -2.801, 1.924)  0.1076
H (-1.745, 7.484, -0.973)  0.0598
H (-0.152, 4.372, 1.596)  0.0718
H (-1.055, -1.085, 6.086)  0.1211
H (-1.674, 6.515, 1.464)  0.0983
H (-3.545, 0.559, 3.970)  0.1269
H (-1.430, 0.806, -0.889)  0.0678
H (-1.792, 1.211, 5.446)  0.1485

=====

| no. | calculated total energy (Ha) |
| --- | --- |
| 1 | -635.0227 |
| 2 | -834.9138 |
| 3 | -397.8116 |
| 4 | -2174.3606 |